[1]
{"formula": "C23H23PPtSb", "method": "ωB97M-V/def2-TZVPD", "species": ["C", "C", "C", "C", "C", "Pt", "P", "H", "H", "H", "H", "H", "H", "H", "H", "C", "C", "C", "C", "C", "C", "Sb", "C", "C", "C", "C", "C", "C", "C", "C", "C", "C", "C", "C", "H", "H", "H", "H", "H", "H", "H", "H", "H", "H", "H", "H", "H", "H", "H"], "coordinates": [[-3.744, -1.764, -1.098], [-4.946, -1.117, -1.114], [-5.168, 0.233, -0.775], [-4.229, 1.156, -0.277], [-2.888, 0.935, -0.129], [-2.068, -0.774, -0.740], [-1.020, -2.703, -1.424], [-3.718, -2.850, -1.332], [-5.816, -1.705, -1.421], [-6.187, 0.604, -0.897], [-2.281, 1.760, 0.299], [-4.604, 2.144, 0.013], [-0.080, -2.564, -2.489], [-1.887, -3.702, -1.955], [-0.339, -3.433, -0.401], [4.488, -1.943, -1.501], [3.724, -2.545, -0.495], [2.526, -1.950, -0.076], [2.113, -0.748, -0.655], [2.871, -0.139, -1.654], [4.070, -0.735, -2.074], [0.183, 0.167, -0.039], [0.279, -0.504, 2.026], [-0.743, -1.274, 2.579], [-0.575, -1.819, 3.861], [0.582, -1.546, 4.601], [1.591, -0.751, 4.040], [1.444, -0.229, 2.748], [0.410, 2.241, -0.657], [0.570, 3.233, 0.314], [0.643, 4.575, -0.091], [0.566, 4.907, -1.451], [0.407, 3.901, -2.413], [0.312, 2.559, -2.013], [5.406, -2.420, -1.847], [4.050, -3.483, -0.042], [1.922, -2.442, 0.690], [2.540, 0.792, -2.119], [4.667, -0.261, -2.856], [-1.662, -1.470, 2.022], [-1.361, -2.452, 4.282], [0.690, -1.945, 5.611], [2.495, -0.535, 4.610], [2.239, 0.383, 2.311], [0.637, 2.966, 1.371], [0.760, 5.361, 0.657], [0.615, 5.953, -1.762], [0.353, 4.153, -3.475], [0.165, 1.777, -2.763]], "mulliken_charge": [-0.394, -0.294, -0.259, -0.266, -0.622, 0.646, -0.020, 0.077, 0.242, 0.265, 0.143, 0.296, 0.065, 0.014, 0.069, -0.434, -0.552, -0.292, 0.146, -0.490, -0.431, 0.333, 0.243, -0.414, -0.506, -0.520, -0.514, -0.325, 0.240, -0.431, -0.474, -0.405, -0.533, -0.531, 0.327, 0.343, 0.399, 0.270, 0.353, 0.200, 0.353, 0.317, 0.348, 0.296, 0.313, 0.352, 0.338, 0.340, 0.378], "multiplicity": 3, "gap_ha": [0.1172, 0.2624], "charge": -1, "s_squared": 2.049, "lumo_ev": [2.7, 2.4], "energy_ev": -43293.424, "molar_mass_g_mol": 647.25}

[2]
{"formula": "C29H67N3O7", "method": "ωB97M-V/def2-TZVPD", "species": ["O", "H", "H", "O", "H", "H", "C", "C", "C", "C", "C", "C", "N", "O", "C", "C", "C", "H", "H", "H", "H", "H", "H", "H", "H", "H", "H", "H", "H", "H", "H", "H", "H", "H", "H", "H", "C", "C", "C", "C", "C", "C", "N", "O", "C", "C", "C", "H", "H", "H", "H", "H", "H", "H", "H", "H", "H", "H", "H", "H", "H", "H", "H", "H", "H", "H", "C", "C", "C", "C", "C", "C", "N", "O", "C", "C", "C", "H", "H", "H", "H", "H", "H", "H", "H", "H", "H", "H", "H", "H", "H", "H", "H", "H", "H", "H", "C", "C", "O", "O", "H", "H", "H", "H", "H", "H"], "coordinates": [[-8.797, -33.368, 25.579], [-8.752, -32.530, 25.085], [-8.179, -33.237, 26.313], [-9.189, -30.827, 24.275], [-9.273, -29.943, 24.686], [-9.229, -30.710, 23.316], [-15.203, -27.313, 20.755], [-13.816, -27.267, 20.094], [-13.449, -25.812, 19.748], [-13.103, -24.990, 20.963], [-11.971, -25.641, 21.774], [-12.265, -27.107, 22.085], [-12.686, -27.760, 20.845], [-12.697, -29.172, 20.942], [-11.019, -27.777, 22.627], [-13.340, -27.195, 23.183], [-13.881, -28.018, 18.798], [-15.524, -26.377, 21.217], [-15.326, -28.139, 21.454], [-15.956, -27.482, 19.976], [-12.585, -25.862, 19.078], [-14.285, -25.394, 19.180], [-13.965, -24.819, 21.618], [-12.856, -23.988, 20.600], [-11.897, -25.078, 22.710], [-11.038, -25.579, 21.204], [-10.566, -27.187, 23.423], [-11.095, -28.809, 22.966], [-10.262, -27.840, 21.830], [-13.671, -28.220, 23.363], [-12.950, -26.834, 24.143], [-14.222, -26.583, 22.996], [-14.536, -27.514, 18.081], [-14.223, -29.047, 18.901], [-12.899, -28.040, 18.317], [-11.802, -29.436, 20.699], [-9.583, -31.054, 27.997], [-9.086, -32.066, 29.025], [-10.149, -33.124, 29.105], [-9.704, -34.405, 29.809], [-8.437, -34.936, 29.182], [-7.283, -33.928, 29.112], [-7.790, -32.607, 28.665], [-6.772, -31.581, 28.737], [-6.491, -33.825, 30.413], [-6.360, -34.463, 28.008], [-9.025, -31.300, 30.366], [-8.912, -30.225, 27.760], [-10.543, -30.608, 28.269], [-9.760, -31.576, 27.050], [-11.007, -32.764, 29.692], [-10.623, -33.323, 28.139], [-10.525, -35.128, 29.733], [-9.597, -34.259, 30.890], [-8.625, -35.345, 28.190], [-8.072, -35.757, 29.810], [-7.002, -33.141, 31.089], [-6.457, -34.802, 30.894], [-5.494, -33.424, 30.252], [-5.505, -33.791, 27.871], [-5.984, -35.445, 28.319], [-6.819, -34.650, 27.036], [-8.755, -32.010, 31.156], [-10.013, -30.914, 30.610], [-8.276, -30.514, 30.351], [-6.062, -31.919, 28.180], [-5.905, -28.549, 18.773], [-6.893, -29.706, 18.899], [-6.400, -30.753, 17.920], [-7.138, -32.072, 18.101], [-6.895, -32.657, 19.494], [-7.269, -31.631, 20.549], [-6.761, -30.296, 20.237], [-7.236, -29.403, 21.239], [-8.793, -31.707, 20.841], [-6.612, -32.079, 21.857], [-8.287, -29.198, 18.533], [-6.023, -28.009, 17.833], [-4.881, -28.928, 18.802], [-6.018, -27.808, 19.570], [-6.561, -30.412, 16.893], [-5.333, -30.948, 18.054], [-6.952, -32.823, 17.316], [-8.216, -31.983, 17.869], [-5.843, -32.930, 19.561], [-7.554, -33.522, 19.557], [-9.221, -30.893, 21.408], [-9.319, -31.751, 19.870], [-9.012, -32.712, 21.206], [-5.528, -31.900, 21.806], [-6.887, -31.397, 22.670], [-6.829, -33.105, 22.133], [-8.263, -28.733, 17.546], [-8.571, -28.397, 19.214], [-9.030, -29.990, 18.550], [-6.433, -28.941, 21.503], [-11.090, -27.720, 26.203], [-10.890, -27.226, 27.605], [-10.093, -26.052, 27.696], [-9.981, -28.404, 25.680], [-11.272, -26.838, 25.567], [-11.990, -28.324, 26.117], [-10.558, -27.962, 28.332], [-11.895, -26.946, 27.978], [-10.566, -25.326, 27.281], [-9.224, -27.807, 25.670]], "mulliken_charge": [-0.614, 0.312, 0.323, -0.607, 0.377, 0.208, -1.749, 1.557, -1.217, -0.702, -1.125, 2.228, 0.641, -0.501, -2.489, -1.795, -2.119, 0.331, 0.300, 0.458, 0.399, 0.416, 0.317, 0.424, 0.362, 0.426, 0.272, 0.516, 0.387, 0.364, 0.302, 0.344, 0.498, 0.393, 0.386, 0.291, -2.130, 1.894, -1.190, -0.898, -1.176, 1.281, 0.891, -0.629, -1.523, -1.866, -2.065, 0.455, 0.334, 0.306, 0.443, 0.422, 0.403, 0.357, 0.380, 0.427, 0.340, 0.356, 0.300, 0.489, 0.421, 0.428, 0.430, 0.476, 0.365, 0.340, -1.962, 1.728, -1.286, -0.641, -1.213, 1.805, 0.144, -0.344, -1.100, -1.995, -1.717, 0.387, 0.414, 0.420, 0.467, 0.365, 0.399, 0.322, 0.329, 0.435, -0.501, 0.427, 0.548, 0.485, 0.364, 0.397, 0.417, 0.360, 0.333, 0.304, -0.064, -0.621, -0.561, -0.406, 0.082, 0.342, 0.258, 0.362, 0.322, 0.222], "gap_ha": 0.3031, "charge": 0, "lumo_ev": 0.4, "energy_ev": -49958.554, "molar_mass_g_mol": 569.87}

[3]
{"formula": "C26H78O13", "method": "ωB97M-V/def2-TZVPD", "species": ["C", "C", "O", "H", "H", "H", "H", "H", "H", "C", "C", "O", "H", "H", "H", "H", "H", "H", "C", "C", "O", "H", "H", "H", "H", "H", "H", "C", "C", "O", "H", "H", "H", "H", "H", "H", "C", "C", "O", "H", "H", "H", "H", "H", "H", "C", "C", "O", "H", "H", "H", "H", "H", "H", "C", "C", "O", "H", "H", "H", "H", "H", "H", "C", "C", "O", "H", "H", "H", "H", "H", "H", "C", "C", "O", "H", "H", "H", "H", "H", "H", "C", "C", "O", "H", "H", "H", "H", "H", "H", "C", "C", "O", "H", "H", "H", "H", "H", "H", "C", "C", "O", "H", "H", "H", "H", "H", "H", "C", "C", "O", "H", "H", "H", "H", "H", "H"], "coordinates": [[-0.799, 4.238, 1.845], [-0.875, 3.187, 2.971], [-1.576, 3.767, 4.047], [-0.121, 5.045, 2.124], [-1.748, 4.699, 1.569], [-0.469, 3.799, 0.903], [0.133, 2.938, 3.301], [-1.418, 2.349, 2.532], [-1.940, 4.577, 3.681], [-2.673, -0.243, -5.039], [-1.961, -1.244, -5.833], [-2.877, -2.215, -5.918], [-1.980, 0.593, -4.937], [-2.923, -0.507, -4.011], [-3.568, 0.042, -5.592], [-1.208, -1.850, -5.330], [-1.546, -0.936, -6.793], [-2.530, -2.941, -6.442], [-1.139, -0.388, 5.186], [-1.956, -0.424, 3.918], [-3.301, -0.271, 4.289], [-1.539, 0.261, 5.965], [-0.169, 0.088, 5.043], [-0.905, -1.350, 5.643], [-1.671, -1.311, 3.352], [-1.628, 0.284, 3.157], [-3.544, 0.583, 4.656], [0.163, 3.242, -5.179], [-0.246, 3.437, -3.669], [0.534, 2.534, -2.861], [1.205, 3.390, -5.462], [-0.314, 4.109, -5.635], [-0.159, 2.253, -5.505], [-1.298, 3.237, -3.465], [0.049, 4.381, -3.213], [-0.024, 1.840, -2.502], [-1.092, -3.721, 0.606], [-1.125, -5.232, 0.919], [-0.280, -5.500, 2.071], [-1.922, -3.608, -0.092], [-0.196, -3.281, 0.169], [-1.398, -3.185, 1.504], [-0.779, -5.869, 0.105], [-2.162, -5.473, 1.156], [-0.303, -6.420, 2.345], [3.620, 1.558, 5.568], [2.251, 1.717, 4.915], [1.327, 1.909, 5.972], [3.950, 2.564, 5.827], [4.322, 1.063, 4.897], [3.508, 1.024, 6.511], [1.867, 0.830, 4.412], [2.189, 2.682, 4.412], [0.430, 1.880, 5.633], [-3.340, 2.669, -1.542], [-4.104, 3.872, -2.134], [-5.491, 3.700, -1.868], [-3.619, 1.733, -2.025], [-3.574, 2.534, -0.486], [-2.266, 2.838, -1.618], [-3.827, 3.998, -3.181], [-3.951, 4.821, -1.620], [-5.669, 2.777, -2.061], [-3.887, -0.644, 1.050], [-4.354, -0.965, -0.359], [-3.299, -1.546, -1.030], [-4.691, -0.233, 1.660], [-3.145, 0.153, 1.007], [-3.362, -1.449, 1.564], [-4.663, -0.090, -0.931], [-5.208, -1.642, -0.341], [-3.716, -1.873, -1.830], [-0.037, -3.515, -3.017], [1.364, -2.929, -2.895], [2.052, -3.545, -3.971], [-0.682, -3.131, -3.807], [-0.655, -3.260, -2.156], [-0.105, -4.594, -3.154], [1.868, -3.303, -2.004], [1.267, -1.847, -2.984], [2.663, -4.190, -3.607], [4.098, -0.517, -3.205], [3.237, 0.736, -3.489], [2.783, 1.326, -2.281], [3.487, -1.332, -2.817], [4.841, -0.247, -2.454], [4.411, -0.862, -4.190], [2.494, 0.501, -4.251], [3.925, 1.407, -4.001], [1.905, 1.672, -2.458], [1.665, -1.929, 4.566], [1.430, -3.431, 4.399], [1.995, -3.928, 3.246], [2.724, -1.686, 4.481], [1.546, -1.543, 5.578], [1.067, -1.261, 3.946], [0.344, -3.529, 4.388], [1.812, -4.059, 5.204], [1.421, -4.642, 2.959], [0.709, 0.804, 0.665], [-0.257, -0.061, -0.245], [-0.977, 0.582, -1.275], [0.927, 0.361, 1.636], [0.208, 1.712, 1.001], [1.662, 1.128, 0.246], [-0.983, -0.629, 0.336], [0.344, -0.824, -0.740], [-1.894, 0.307, -1.346], [6.227, -0.143, 0.284], [5.352, 1.106, 0.139], [5.641, 1.610, -1.146], [6.068, -0.614, 1.255], [7.275, 0.139, 0.178], [6.021, -0.800, -0.560], [5.600, 1.823, 0.922], [4.315, 0.808, 0.293], [4.826, 1.545, -1.648]], "mulliken_charge": [-1.427, 1.202, -0.576, 0.361, 0.494, 0.212, -0.160, -0.441, 0.367, -0.254, 0.069, -0.520, -0.080, -0.136, 0.398, -0.140, 0.333, 0.307, -0.212, 1.315, -0.609, 0.477, -0.634, 0.243, -0.391, -0.478, 0.344, -1.139, -0.029, -0.580, 0.336, 0.402, 0.173, -0.028, 0.390, 0.140, -0.379, -0.619, -0.500, 0.172, 0.213, 0.134, 0.369, 0.308, 0.244, -1.385, 0.741, -0.569, 0.397, 0.323, 0.312, -0.258, 0.203, 0.271, -0.472, -0.456, -0.533, 0.044, 0.373, 0.048, 0.267, 0.318, 0.311, -0.250, -0.474, -0.292, 0.475, -0.328, 0.152, 0.149, 0.479, 0.204, -0.259, 0.092, -0.556, -0.096, -0.253, 0.356, 0.595, -0.260, 0.347, -0.727, -0.368, -0.230, 0.019, 0.209, 0.408, 0.399, 0.366, 0.315, -0.517, -0.476, -0.536, 0.444, 0.409, -0.362, 0.303, 0.323, 0.333, -0.585, 0.863, 0.471, 0.257, -0.269, 0.082, -0.256, -0.217, -0.312, -1.065, 0.276, -0.609, 0.347, 0.279, 0.245, 0.353, -0.120, 0.258], "e_above_lowest_kj_mol": 545.4, "gap_ha": 0.3612, "charge": 0, "lumo_ev": 0.2, "energy_ev": -54838.017, "molar_mass_g_mol": 598.90}

The lowest charge belongs to which entry?
C23H23PPtSb

The lowest charge belongs to which entry?
C23H23PPtSb

The lowest charge belongs to which entry?
C23H23PPtSb